{"formula": "C3H2AlFO2", "method": "ωB97M-V/def2-TZVPD", "elements": ["Al", "F", "O", "O", "C", "C", "C", "H", "H"], "coordinates": [[-1.2520, -1.7958, -0.3195], [1.4373, 0.4732, -1.8077], [-0.0361, -1.1273, -1.3859], [-1.5043, -0.3815, 0.7736], [0.5581, 0.5536, 0.2162], [0.3931, -0.0050, -1.0652], [-0.4659, 0.2944, 1.1436], [-0.6584, 1.0880, 1.8818], [1.5281, 0.9003, 0.5632]], "lowdin_charge": [1.41, 0.21, 0.17, 0.02, 0.11, -0.26, -0.04, 0.20, 0.18], "relative_energy_kcal_mol": 0.0, "e_homo_ha": [-0.750, -0.732], "e_lumo_ev": [-15.1, -15.0], "charge": 2}